No. 1
ORCA calculation (the ωB97M-V functional and the def2-TZVPD basis) on C26H22Cl5CoN5O2Si as an isolated structure.

Last column: Löwdin spin population.
Geometry (Å):
Co 0.4995 -0.0510 -0.5657  1.043
O -4.1170 3.8327 2.9634  0.000
N -4.0970 2.6858 3.3615  0.000
O -4.8048 2.2431 4.2387  0.000
C -3.1422 1.7429 2.6956  0.001
C -3.1548 0.4917 3.1563  0.000
C -2.2924 -0.5133 2.6027  0.001
C -2.2571 -1.8232 3.0851  -0.004
C -1.3807 -2.7110 2.5110  0.002
C -0.5877 -2.2810 1.4434  0.000
N -0.6254 -1.0569 0.9484  0.028
C -1.4542 -0.1687 1.5499  -0.001
C -1.4165 1.1897 1.0849  -0.002
N -0.4881 1.4480 0.1279  -0.010
C -0.3805 2.6893 -0.3216  0.000
C -1.1756 3.7235 0.1582  0.000
C -2.1102 3.4816 1.1339  -0.002
C -2.2475 2.1798 1.6371  -0.001
H -3.8292 0.2408 3.9638  0.000
H -2.9047 -2.1147 3.9033  0.000
H -1.3041 -3.7324 2.8568  0.000
H 0.1019 -2.9653 0.9637  0.000
H 0.3689 2.8526 -1.0859  0.001
H -1.0486 4.7195 -0.2426  0.000
H -2.7227 4.2819 1.5128  0.000
Cl 1.7842 1.3168 -3.0023  0.021
C 0.1408 0.7814 -3.3415  0.002
C -0.5606 0.1541 -2.3171  -0.002
C -1.8803 -0.1261 -2.6347  -0.002
Cl -2.8927 -0.8538 -1.3921  0.000
C -2.4677 0.1257 -3.8752  0.000
Cl -4.1158 -0.2813 -4.1926  0.000
C -1.7019 0.7168 -4.8757  -0.001
Cl -2.3804 1.0354 -6.4269  0.000
C -0.3802 1.0600 -4.6022  0.000
Cl 0.5784 1.8223 -5.8155  0.001
C 1.3156 1.1981 2.7536  -0.007
Si 2.0648 0.5264 1.1452  -0.039
C 3.1663 -0.8915 1.7720  -0.009
C 3.2387 1.9008 0.5985  -0.004
H 2.1197 1.4426 3.4550  -0.001
H 0.6766 0.4542 3.2424  0.000
H 0.7272 2.1100 2.6067  0.000
H 3.4691 -0.7114 2.8088  -0.001
H 4.0812 -1.0088 1.1855  0.000
H 2.6309 -1.8465 1.7397  0.000
H 4.0116 2.0709 1.3560  -0.001
H 2.6975 2.8437 0.4659  0.000
H 3.7393 1.6726 -0.3472  0.000
N -0.2504 -2.8435 -1.7549  -0.001
C 1.1007 -2.7213 -1.7410  -0.002
C 1.9121 -3.7765 -2.1996  0.000
C 3.2705 -3.6140 -2.2330  -0.001
C 3.8216 -2.4017 -1.8126  0.000
C 2.9641 -1.4362 -1.3552  0.001
N 1.6227 -1.5723 -1.2869  -0.008
H -0.6786 -3.6637 -2.1394  0.000
H -0.8294 -2.0620 -1.4873  0.000
H 1.4423 -4.6920 -2.5361  0.000
H 3.9046 -4.4168 -2.5883  0.000
H 4.8851 -2.2155 -1.8346  0.000
H 3.3432 -0.4824 -1.0199  0.001

Results
E_tot (eV): -146980.64361
HOMO level (spin up / spin down) (eV): -7.0140 / -7.0354
Multiplicity: 2
Energy relative to the best compared isomer or geometry (same formula, charge and spin) (eV): 0.000
Molar mass (g mol⁻¹): 700.8
Frontier orbital gap (spin up / spin down) (hartree): 0.21180 / 0.21233

No. 2
ORCA calculation (the ωB97M-V functional and the def2-TZVPD basis) on C26H22ClN5O4S as an isolated structure in a non-equilibrium geometry.

Last column: Löwdin charge in e.
Geometry (Å):
O 1.0289 4.4750 0.5231  0.041
C 0.7700 3.3459 0.1351  -0.409
N 1.4023 2.6476 -0.7782  0.009
C 2.6601 2.7503 -1.2120  -0.210
C 3.5559 1.6818 -0.5856  -0.165
C 4.4588 2.2526 0.4726  0.078
C 5.2043 1.3107 1.2942  -0.052
C 5.0275 0.1049 0.8371  -0.164
N 4.0584 -0.3627 0.0592  0.136
C 3.4168 0.4299 -0.5316  -0.297
H 2.5633 0.2390 -1.1441  0.116
H 5.5194 -0.5656 1.3904  0.076
H 6.0899 1.5973 1.6849  0.074
H 4.6829 3.4923 0.5703  0.176
H 2.6650 2.5831 -2.3904  0.164
H 2.7776 3.7950 -0.8513  0.129
H 0.8996 1.4703 -0.8657  0.230
C -0.6331 2.6266 0.7961  -0.154
C -0.3510 1.4699 1.0733  -0.082
C -1.5827 0.7140 1.7053  -0.114
C -2.8347 1.2802 1.5948  -0.778
C -3.0443 2.7164 1.4865  -0.022
C -1.8359 3.4224 0.8926  0.076
H -1.9924 4.3873 0.7015  0.057
H -3.8900 3.2688 1.1743  0.080
Cl -4.0244 0.3767 2.2329  0.844
S -1.3983 -1.2657 1.9254  0.576
O -1.7988 -1.2042 3.2316  -0.282
O -2.0670 -1.8611 0.9591  -0.181
N 0.2991 -1.3465 1.9946  0.009
C 0.9274 -2.1458 1.0843  -0.300
C 1.7989 -3.1524 1.6001  -0.074
C 2.5148 -4.0452 0.9998  -0.099
C 2.1919 -4.3397 -0.3955  -0.024
C 1.2776 -3.4206 -0.9647  0.055
C 0.7078 -2.1579 -0.1976  -0.050
C -0.1359 -1.3742 -1.1663  -0.361
O 0.0849 -0.1632 -0.7479  -0.042
N -1.0957 -1.9006 -1.7926  0.027
H -1.5416 -2.7256 -1.4532  0.180
C -1.8353 -1.2031 -2.5031  -0.174
C -3.2227 -0.4443 -1.6962  -0.181
C -4.2426 -1.3406 -1.4611  -0.068
C -5.2550 -0.8280 -0.8212  -0.020
C -5.2694 0.7498 -0.7451  0.042
N -3.9956 1.3744 -1.0836  0.097
C -3.0551 0.7377 -1.6340  -0.267
H -2.1949 1.3523 -1.9372  0.145
H -5.9484 1.3087 -0.2941  0.035
H -6.1768 -1.1953 -0.4409  0.090
H -4.1156 -2.3177 -1.7018  0.092
H -2.2442 -1.7118 -3.5374  0.158
H -1.0934 -0.2684 -3.1607  0.217
H 1.1824 -3.5097 -1.9300  0.034
H 2.8297 -5.0350 -0.8450  0.077
H 3.2394 -4.6446 1.6654  0.140
H 2.0035 -3.0974 2.7162  0.140
H 0.5078 -1.2960 2.9348  0.095
H 0.5292 0.9622 1.1325  0.076

Results
E_tot (eV): -66297.57996
HOMO level (eV): -8.4018
Multiplicity: 1
Energy relative to the best compared isomer or geometry (same formula, charge and spin) (eV): 20.595
Molar mass (g mol⁻¹): 536.0
Frontier orbital gap (hartree): 0.30794

No. 3
ORCA calculation (the ωB97M-V functional and the def2-TZVPD basis) on C26H22FeI2N4O2P as an isolated structure in a non-equilibrium geometry.

Last column: Löwdin spin population.
Geometry (Å):
Fe 1.5047 -1.2288 0.0604  4.105
N 0.9426 -2.4744 1.8494  0.073
N 0.9228 -3.8420 1.3840  0.003
C 1.6042 -4.0602 0.2274  0.018
O 2.0139 -5.0977 -0.1516  0.029
O 1.8769 -2.9155 -0.4878  0.246
H 1.6374 -2.5075 2.6145  0.003
H 0.0028 -2.3567 2.2610  0.002
H 0.9528 -4.5321 2.1373  0.001
I 1.3788 -0.3584 -2.7468  0.153
C -0.6059 0.3278 -3.1873  0.007
C -0.9507 0.0459 -4.4751  0.007
C -2.0014 0.7933 -5.0800  0.000
C -2.5080 1.8241 -4.3408  0.002
C -2.0925 2.2146 -2.9774  0.001
C -2.6084 3.3626 -2.3476  0.005
C -2.1322 3.7242 -1.1084  0.001
C -1.3232 2.8473 -0.4182  0.008
C -0.9461 1.5883 -0.9348  0.013
P -0.5214 0.2885 0.1586  0.103
C -2.0117 -0.6855 0.4928  0.013
C -1.9637 -2.0626 0.2305  0.003
C -3.0934 -2.7965 0.4642  0.000
C -4.1957 -2.1502 0.8974  0.000
C -4.3099 -0.7876 1.1010  0.001
C -3.2041 -0.0613 0.8308  0.003
C 0.0631 1.1391 1.6460  0.024
C 1.1937 1.9549 1.4406  0.020
C 1.7377 2.7118 2.4662  -0.001
C 1.1620 2.6254 3.7094  0.014
C 0.0949 1.7900 3.9282  0.003
C -0.5164 1.0277 2.9159  0.010
C -1.1452 1.3718 -2.3339  0.003
H -0.3622 -0.6575 -5.0171  0.002
H -2.3188 0.4519 -6.0634  0.000
H -3.2201 2.4631 -4.7431  0.000
H -3.2897 4.0341 -2.8301  0.000
H -2.4350 4.6474 -0.6163  0.000
H -1.1394 3.0394 0.6647  0.000
H -1.0603 -2.5387 -0.0630  0.001
H -3.1411 -3.8444 0.3103  0.000
H -5.1098 -2.6928 0.9760  0.000
H -5.2592 -0.3182 1.4456  0.000
H -3.1695 1.0179 0.9872  0.000
H 1.5628 2.0037 0.3629  0.000
H 2.6645 3.2360 2.2549  0.000
H 1.6319 3.0784 4.5430  0.001
H -0.3320 1.7344 4.9159  0.000
H -1.3883 0.4459 3.1236  0.000
I 7.4012 0.8360 -0.0235  0.006
C 5.6893 -0.2666 -0.0294  0.013
C 5.5928 -1.6547 -0.2622  0.018
N 4.3537 -1.9724 -0.1648  0.009
N 3.5472 -0.8442 0.2029  0.070
C 4.4187 0.2097 0.2821  0.006
H 6.3721 -2.4100 -0.5948  0.001
H 3.9816 -2.8838 -0.4016  0.000
H 4.0513 1.1650 0.5145  0.000

Results
Charge: +2
E_tot (eV): -97235.48215
HOMO level (spin up / spin down) (eV): -13.8956 / -13.8986
Multiplicity: 6
Molar mass (g mol⁻¹): 763.1
Frontier orbital gap (spin up / spin down) (hartree): 0.30077 / 0.21176

No. 4
ORCA calculation (the ωB97M-V functional and the def2-TZVPD basis) on C26H22Ge2N3O5RuS2 as an isolated structure in a non-equilibrium geometry.

Last column: Löwdin spin population.
Geometry (Å):
Ru -0.2259 0.1347 0.0918  1.363
O 5.3591 -1.4546 -1.5483  0.000
C 4.1074 -1.1810 -1.1697  0.000
C 3.0039 -1.9182 -1.6174  0.001
C 1.7555 -1.5357 -1.1914  0.003
N 1.6066 -0.4875 -0.3937  0.008
C 2.6424 0.1922 0.0999  0.005
C 3.9248 -0.1263 -0.2637  0.000
C 2.2143 1.2580 1.1026  0.007
O 3.0295 1.9124 1.6985  0.009
O 0.9110 1.3306 1.2464  0.060
C 0.4229 -2.2339 -1.4718  0.005
O 0.3858 -3.2254 -2.1547  0.010
O -0.5848 -1.6649 -0.8633  0.048
H 5.3808 -2.1766 -2.1866  0.000
H 3.1015 -2.7696 -2.2792  0.000
H 4.7664 0.4199 0.1384  0.000
S -2.1903 1.0372 -1.4391  -0.061
C -1.0550 1.6936 -2.5371  -0.032
S 0.5313 1.7876 -1.9220  -0.377
C -1.4123 2.1042 -3.7990  0.007
C -0.4365 2.4939 -4.7526  -0.006
N 0.3531 2.7888 -5.5373  0.003
C -2.7845 2.1145 -4.1673  0.000
N -3.9050 2.1408 -4.4314  0.003
C -3.2093 -2.9158 1.2656  -0.002
Ge -3.9797 -1.1013 1.2402  -0.020
C -5.2005 -0.8027 2.7696  -0.009
C -4.8442 -0.7709 -0.4979  -0.005
Ge -2.0088 0.4385 1.6407  -0.018
C -1.2542 -0.0561 3.3837  -0.002
C -1.2802 0.8195 4.4692  -0.004
C -0.7461 0.4344 5.6884  0.001
C -0.1797 -0.8250 5.8356  -0.005
C -0.1439 -1.7034 4.7618  0.001
C -0.6740 -1.3185 3.5404  -0.003
C -2.5308 2.3310 1.7351  0.010
C -3.8259 2.7453 1.4330  0.001
C -4.1496 4.0931 1.4338  0.001
C -3.1758 5.0396 1.7194  0.000
C -1.8808 4.6385 2.0161  0.000
C -1.5565 3.2897 2.0225  0.000
H -3.9646 -3.6267 0.9272  0.000
H -2.8807 -3.2004 2.2644  0.000
H -2.3654 -2.9567 0.5768  0.000
H -6.0395 -1.4917 2.6594  -0.001
H -5.5815 0.2171 2.7849  0.000
H -4.6932 -1.0080 3.7110  0.000
H -5.7692 -1.3469 -0.5506  -0.001
H -4.1760 -1.1097 -1.2880  0.000
H -5.0700 0.2815 -0.6593  -0.001
H -1.7266 1.7993 4.3508  0.000
H -0.7661 1.1230 6.5236  0.000
H 0.2370 -1.1205 6.7898  0.000
H 0.2965 -2.6853 4.8808  0.000
H -0.6453 -2.0037 2.6978  0.001
H -4.5842 2.0064 1.1958  0.000
H -5.1592 4.4057 1.1995  0.000
H -3.4246 6.0930 1.7036  0.000
H -1.1189 5.3762 2.2342  0.000
H -0.5421 2.9777 2.2387  0.000

Results
E_tot (eV): -179309.42040
HOMO level (spin up / spin down) (eV): -8.7606 / -8.8230
Multiplicity: 2
Energy relative to the best compared isomer or geometry (same formula, charge and spin) (eV): 2.622
Molar mass (g mol⁻¹): 766.9
Frontier orbital gap (spin up / spin down) (hartree): 0.18767 / 0.22223